Record 1
Here is the molecule C14H18N2O5 from OMol25. Energies are from ωB97M-V/def2-TZVPD.

Each line ends with the natural charge from an NBO analysis.
Positions of all 39 atoms, in Å:
N: -1.53658 -1.23818 1.72585  -0.80
C: -1.61210 -0.31642 0.54642  -0.12
C: -3.08802 0.33212 0.31518  -0.43
C: -3.88400 -0.91222 -0.24127  -0.53
C: -5.31677 -0.53769 -0.71407  0.80
O: -5.70928 -1.01125 -1.72931  -0.57
O: -5.92571 0.36136 0.15408  -0.71
C: -0.55620 0.73675 0.52522  0.68
O: -0.49867 1.61333 1.46821  -0.72
N: 0.39570 0.85613 -0.34532  -0.57
C: 1.52057 1.67241 -0.05627  -0.15
C: 2.86743 1.31166 -0.78447  -0.43
C: 3.17792 -0.13961 -0.55544  -0.07
C: 3.60964 -0.45155 0.70323  -0.18
C: 3.99973 -1.80101 1.00191  -0.21
C: 3.81914 -2.77127 0.07211  -0.22
C: 3.20758 -2.46193 -1.13334  -0.20
C: 3.04316 -1.10593 -1.47199  -0.23
C: 1.10081 3.29726 -0.38804  0.80
O: 1.75789 3.93808 -1.16670  -0.60
O: 0.20005 3.77167 0.41230  -0.68
H: -2.10230 -1.99938 1.41888  0.36
H: -1.98041 -0.68323 2.52942  0.37
H: -1.49199 -1.01392 -0.30633  0.19
H: -3.50870 0.98597 1.15306  0.26
H: -3.01758 1.14056 -0.53977  0.22
H: -4.23259 -1.85692 0.53936  0.24
H: -3.40686 -1.43357 -1.17762  0.25
H: -6.97612 0.49231 -0.09976  0.51
H: 0.40267 0.14398 -1.14584  0.42
H: 1.62802 1.78227 1.02467  0.23
H: 2.84540 1.64176 -1.92870  0.24
H: 3.55423 2.01823 -0.27794  0.25
H: 3.57882 0.34486 1.54118  0.21
H: 4.31886 -2.02394 1.98363  0.22
H: 4.18823 -3.83429 0.23073  0.22
H: 2.89212 -3.21320 -1.87660  0.22
H: 2.77648 -0.66557 -2.48652  0.21
H: -0.04057 3.03039 1.07986  0.52

Calculated values
SMILES = N[C@@H](CCC(=O)O)C(=O)N[C@@H](Cc1ccccc1)C(=O)O
orbital gap = 9.4 eV
relative energy (zero: lowest compared OMol25 entry of this formula, charge and spin) = 88.9 kcal per mole


Record 2
Here is the molecule C14H18N2O5 from OMol25. Energies are from ωB97M-V/def2-TZVPD.

Each line ends with the natural charge from an NBO analysis.
Positions of all 39 atoms, in Å:
C: 2.73511 -4.03343 -0.92535  -0.25
O: 3.56566 -2.86581 -0.69104  -0.53
C: 2.88436 -1.77065 -0.38722  0.23
C: 1.65532 -1.73397 0.20775  -0.23
C: 0.92746 -0.51973 0.29968  -0.23
C: 1.51795 0.71794 -0.10922  0.20
C: 2.78629 0.66106 -0.67778  -0.31
C: 3.39673 -0.54369 -0.75712  0.28
O: 4.64208 -0.53047 -1.26508  -0.66
N: 0.94207 1.95031 -0.00187  -0.62
C: -0.33982 2.39998 -0.46497  0.26
O: 0.17865 3.20039 -1.56469  -0.74
C: -1.34307 1.20592 -0.73489  -0.07
C: -2.84817 1.53820 -1.04992  -0.40
C: -3.59384 0.34694 -0.40616  -0.42
C: -2.82428 0.09686 0.79032  0.25
O: -3.08926 1.03859 1.83200  -0.55
C: -2.37007 0.90665 2.97763  -0.24
N: -1.41291 0.29422 0.39237  -0.49
C: -0.37759 -0.63753 0.85682  0.69
O: -0.50548 -1.22081 1.91764  -0.60
H: 3.39768 -4.87851 -1.19522  0.21
H: 2.19177 -4.23597 0.05584  0.18
H: 1.94794 -3.86784 -1.64539  0.19
H: 1.24471 -2.44951 0.86966  0.24
H: 3.40137 1.59035 -0.99878  0.23
H: 4.98845 -1.40887 -1.17436  0.49
H: 1.61625 2.67202 -0.04304  0.39
H: -0.74427 3.00199 0.45602  0.20
H: 0.59480 2.66846 -2.26985  0.48
H: -1.00999 0.63569 -1.63438  0.19
H: -3.15608 2.31800 -0.39031  0.22
H: -3.04979 1.64646 -2.11630  0.23
H: -4.65939 0.48360 -0.23632  0.23
H: -3.44617 -0.52901 -0.97869  0.20
H: -3.05357 -0.90696 1.13408  0.19
H: -2.75269 -0.01339 3.44643  0.17
H: -2.74990 1.80620 3.51126  0.18
H: -1.28834 0.96634 2.97041  0.18

Calculated values
SMILES = COc1cc2c(cc1O)N[C@@H](O)[C@@H]1CC[C@H](OC)N1C2=O
orbital gap = 8.2 eV
relative energy (zero: lowest compared OMol25 entry of this formula, charge and spin) = 112.0 kcal per mole


Record 3
Here is a cluster of 2 separate species, C14H18N3O5 in total from OMol25. Energies are from ωB97M-V/def2-TZVPD.

Each line ends with the natural charge from an NBO analysis.
Positions of all 40 atoms, in Å:
C: -0.60906 1.48100 5.16115  -0.63
C: -0.42157 0.73879 3.76384  -0.43
C: -0.97092 -0.74046 3.94766  -0.07
O: -0.67974 -1.52352 2.77165  -0.54
C: -1.78142 -1.49616 1.84425  -0.10
C: -1.20746 -1.33205 0.38932  -0.03
C: 0.13314 -0.82182 0.21057  -0.24
C: 0.76331 -0.65739 -1.14934  0.14
N: 2.04934 -0.13579 -1.18428  -0.39
C: 2.48885 0.01132 -2.45788  0.18
C: 3.90493 0.65264 -2.67425  -0.55
C: 3.58233 2.07466 -3.32297  0.47
O: 2.87838 2.81401 -2.64513  -0.59
C: 1.69421 -0.35217 -3.66884  -0.02
N: 0.44415 -0.87752 -3.66317  -0.34
C: -0.01100 -1.00463 -2.35487  0.06
C: -1.41245 -1.52609 -2.17196  -0.29
C: -2.00428 -1.68889 -0.85169  0.29
O: -3.30819 -2.13730 -0.61244  -0.38
N: -3.83550 -2.81975 -1.69937  0.38
O: -5.00634 -2.80813 -1.63810  -0.21
H: 0.34122 1.41886 5.75560  0.22
H: -1.43802 1.01255 5.75769  0.21
H: -0.86950 2.56413 5.02234  0.22
H: 0.66272 0.70143 3.46022  0.21
H: -0.96628 1.30957 2.95864  0.19
H: -2.05773 -0.73434 4.22971  0.18
H: -0.40613 -1.16330 4.82800  0.20
H: -2.28336 -2.50787 1.93532  0.22
H: -2.48059 -0.66623 2.13084  0.21
H: 0.71290 -0.52801 1.11447  0.27
H: 4.39033 0.81080 -1.66805  0.28
H: 4.57046 0.02911 -3.33104  0.25
H: 3.92304 2.37923 -4.35199  0.16
H: 2.16359 -0.16522 -4.67271  0.22
H: -2.06210 -1.78119 -3.05174  0.26
O: -0.34576 2.54334 -1.96273  -0.77
H: 0.54963 2.87773 -2.22356  0.60
H: -0.28471 1.91661 -1.20092  0.59
H: -0.81040 2.13208 -2.72422  0.58

Calculated values
orbital gap = 7.8 eV
total charge = +1


Record 4
Here is the molecule C14H18N4O2S2 from OMol25. Energies are from ωB97M-V/def2-TZVPD.

Each line ends with the natural charge from an NBO analysis.
Positions of all 40 atoms, in Å:
C: 2.34122 2.08313 -3.00862  -0.69
C: 3.00160 2.76748 -2.11299  -0.22
N: 3.32874 1.86160 -0.85449  -0.42
C: 2.41364 1.29694 -0.00548  0.32
C: 0.84861 1.44967 -0.23525  -0.07
C: 0.47090 2.74903 0.12273  -0.07
C: -1.01047 3.02115 0.09589  -0.20
C: -1.73818 1.93361 0.06317  -0.14
C: -1.29107 0.50666 -0.27803  -0.39
S: -2.24548 -0.82010 -0.14716  2.36
O: -3.68604 -0.43852 -0.12756  -0.95
O: -1.92043 -1.55108 -1.29187  -1.00
N: -1.89251 -1.93460 0.93554  -0.67
C: -1.57933 -3.12921 0.94154  -0.27
C: -2.49058 -3.86352 1.70427  -0.44
C: -3.67517 -3.04223 1.86934  -0.40
C: -2.96583 -1.61714 2.12458  -0.23
C: 0.09142 0.23365 -0.10582  -0.05
N: 2.97776 0.10567 0.52519  -0.28
N: 4.32461 0.18145 0.25149  -0.38
C: 4.48887 1.19005 -0.60187  0.28
S: 6.14942 1.43925 -1.14684  -0.39
H: 2.81339 1.16605 -3.45287  0.25
H: 1.29935 1.56949 -2.75732  0.25
H: 2.20902 2.79283 -3.91409  0.26
H: 2.59162 3.53858 -1.51020  0.21
H: 4.27603 3.01996 -2.11389  0.29
H: 1.10278 3.32607 0.20670  0.15
H: -1.22426 3.91526 0.33228  0.21
H: -2.81974 1.95408 -0.11133  0.24
H: -0.62051 -3.02677 1.30280  0.19
H: -1.40134 -3.43433 -0.10679  0.24
H: -2.92509 -4.74071 1.05178  0.22
H: -2.06521 -4.51542 2.53345  0.24
H: -4.40635 -2.98095 1.21706  0.22
H: -4.25777 -3.22000 2.83170  0.21
H: -2.38275 -1.78518 3.23053  0.20
H: -3.63836 -0.91341 1.87722  0.24
H: 0.44226 -0.61586 -0.03574  0.20
H: 5.06524 -0.47264 0.70093  0.47

Calculated values
SMILES = CCn1c(-c2cccc(S(=O)(=O)N3CCCC3)c2)n[nH]c1=S
orbital gap = 6.8 eV
relative energy (zero: lowest compared OMol25 entry of this formula, charge and spin) = 355.4 kcal per mole


Record 5
Here is the molecule C14H18N4O4S2 from OMol25. Energies are from ωB97M-V/def2-TZVPD.

Each line ends with the natural charge from an NBO analysis.
Positions of all 42 atoms, in Å:
C: 3.81303 -1.12121 3.48492  -0.60
C: 2.50642 -0.84823 2.74612  -0.40
C: 2.69039 0.37062 1.78054  -0.38
C: 1.39828 0.75534 0.98849  -0.20
C: 0.28234 1.13338 1.95451  -0.47
C: -0.95811 1.66748 1.24379  0.24
N: -1.67217 2.61501 1.74692  -0.14
O: -1.50420 3.09422 3.09298  -0.59
C: -1.38232 1.02970 -0.04203  -0.09
C: -2.50542 1.16402 -0.82605  -0.47
S: -3.97372 2.18496 -0.60492  2.25
N: -3.39735 3.74898 -0.69151  -1.03
O: -4.60007 2.10960 0.72885  -0.93
O: -4.91117 2.03300 -1.69248  -0.92
S: -2.47356 0.20664 -2.28920  0.57
C: -0.91840 -0.44411 -1.83088  -0.21
C: -0.34320 -1.52225 -2.61837  0.48
N: -0.90135 -1.91046 -3.72349  -0.49
C: -0.11973 -2.97370 -4.07591  0.32
C: -0.30219 -3.88354 -5.23286  -0.65
N: 0.86725 -3.23859 -3.26721  -0.14
O: 0.72581 -2.27190 -2.25112  -0.30
C: -0.42983 0.04469 -0.64604  0.02
C: 0.92650 -0.32942 0.01865  -0.43
H: 4.57379 -1.51482 2.79382  0.20
H: 3.62776 -1.88446 4.25755  0.21
H: 4.23781 -0.25043 3.95227  0.20
H: 2.24885 -1.74143 2.15306  0.20
H: 1.69748 -0.67393 3.44309  0.20
H: 2.97472 1.27483 2.37496  0.20
H: 3.52248 0.13071 1.10987  0.21
H: 1.63320 1.62978 0.37527  0.21
H: 0.00150 0.27217 2.57171  0.23
H: 0.66831 1.89870 2.61531  0.24
H: -2.35543 3.28476 3.52748  0.50
H: -4.22695 4.33419 -0.48098  0.40
H: -2.84731 3.74288 0.14064  0.40
H: 0.18695 -4.84177 -5.06211  0.24
H: -1.38952 -4.11230 -5.40290  0.24
H: 0.12159 -3.39707 -6.09649  0.24
H: 1.71002 -0.45727 -0.72996  0.24
H: 0.79754 -1.30879 0.46371  0.23

Calculated values
SMILES = CCC[C@@H]1C/C(=N\O)c2c(S(N)(=O)=O)sc(-c3nc(C)no3)c2C1
orbital gap = 8.6 eV
relative energy (zero: lowest compared OMol25 entry of this formula, charge and spin) = 91.5 kcal per mole


Record 6
Here is a structure of composition C14H18NO7PdS from OMol25. Energies are from ωB97M-V/def2-TZVPD.

Each line ends with the Löwdin spin population.
Positions of all 42 atoms, in Å:
Pd: 0.12535 -0.68451 0.53474  0.82
C: 2.44239 -0.40868 -2.36787  0.00
O: 2.27198 0.06077 -1.05162  0.00
C: 2.35437 1.46066 -0.92178  0.00
C: 1.04641 2.12755 -1.24539  0.00
O: 0.10100 1.76714 -0.25185  0.00
C: -1.23413 2.13799 -0.54780  0.00
C: -1.91844 1.09024 -1.38443  0.00
O: -1.95513 -0.10879 -0.63236  0.04
C: -2.71709 -1.12941 -1.24679  0.00
H: 3.39108 -0.05956 -2.79002  0.00
H: 1.62354 -0.09373 -3.02642  0.00
H: 2.44836 -1.49532 -2.32807  0.00
H: 3.14413 1.86946 -1.56259  0.00
H: 2.61263 1.65960 0.11885  0.00
H: 0.69498 1.82427 -2.23820  0.00
H: 1.17676 3.21621 -1.24972  0.00
H: -1.26540 3.10830 -1.05424  0.00
H: -1.74488 2.22766 0.41082  0.00
H: -1.39525 0.92375 -2.33460  0.00
H: -2.93955 1.41705 -1.61491  0.00
H: -3.72774 -0.77169 -1.46225  0.00
H: -2.77098 -1.96188 -0.55090  0.00
H: -2.24596 -1.46701 -2.17598  0.00
O: 1.47740 -0.50924 2.31066  0.07
C: 0.49656 -0.25262 3.07433  0.01
O: -0.67640 -0.08468 2.67804  0.02
C: 0.78850 -0.15107 4.55425  0.00
C: -0.23653 0.13102 5.44436  0.00
C: 0.01270 0.23321 6.80706  0.00
C: 1.30109 0.04880 7.28911  0.00
C: 2.29572 -0.22835 6.37722  0.00
C: 2.08373 -0.33447 5.02232  0.00
N: 3.69485 -0.42776 6.89530  0.00
O: 3.85685 -0.38105 8.09429  0.00
O: 4.56897 -0.61499 6.08255  0.00
H: -1.23108 0.26970 5.04096  0.00
H: -0.79043 0.45529 7.49652  0.00
H: 1.53363 0.11587 8.34098  0.00
H: 2.88718 -0.55095 4.33493  0.00
S: -0.21031 -4.03160 0.39091  -0.01
C: 0.05893 -2.57337 0.07997  0.03

Calculated values
orbital gap (spin up / spin down) = 8.4 / 7.8 eV
spin multiplicity = 2
relative energy (zero: lowest compared OMol25 entry of this formula, charge and spin) = 0.0 kcal per mole


Record 7
Here is a structure of composition C14H19Cl5N5ORhS from OMol25. Energies are from ωB97M-V/def2-TZVPD.

Each line ends with the Löwdin spin population.
Positions of all 46 atoms, in Å:
Rh: -0.19586 0.27784 0.00710  2.75
Cl: -2.03966 -0.64941 -1.70103  0.12
C: -2.44891 -1.36934 -0.15695  0.07
C: -1.49380 -1.19355 0.83081  0.26
C: -1.74199 -1.71696 2.08933  0.07
Cl: -0.56323 -1.56057 3.35146  0.02
C: -2.94993 -2.35086 2.35551  0.00
Cl: -3.28520 -2.94184 3.92019  0.00
C: -3.89913 -2.50202 1.33232  0.04
Cl: -5.37018 -3.28517 1.64990  0.02
C: -3.65335 -2.00000 0.04843  0.00
Cl: -4.79368 -2.15072 -1.21220  0.00
C: 4.74967 1.28855 2.38317  0.00
N: 3.50134 0.51792 2.38179  0.02
C: 3.04659 -0.04175 3.65805  0.00
C: 2.65804 0.52268 1.34339  0.03
N: 1.44901 0.02626 1.37048  0.18
N: 3.16105 1.08471 0.17521  0.01
C: 2.62320 1.07148 -1.09593  0.02
N: 3.43700 1.56860 -2.04125  0.01
N: 1.43272 0.62127 -1.34828  0.11
H: 5.28343 1.06837 3.30069  0.00
H: 4.56753 2.36341 2.34294  0.00
H: 5.41586 0.98923 1.57175  0.00
H: 3.91615 -0.23283 4.27751  0.00
H: 2.54911 -0.99688 3.50309  0.00
H: 2.37946 0.64172 4.18721  0.00
H: 1.17517 -0.37722 2.25372  0.00
H: 4.10234 1.43211 0.23709  0.00
H: 4.38292 1.85060 -1.84941  0.00
H: 3.16300 1.54241 -3.00890  0.00
H: 1.21377 0.64159 -2.33665  0.00
O: -1.00927 2.10871 0.56615  0.21
S: -0.65683 3.07187 1.73879  0.02
C: -2.21753 3.21857 2.66128  0.01
C: -2.71934 4.65270 2.47501  0.00
C: -2.27603 5.08423 1.07964  0.00
C: -0.79799 4.71615 1.00667  0.01
H: -2.03731 2.92565 3.69385  0.00
H: -2.86083 2.48013 2.17926  0.00
H: -2.27805 5.30587 3.22957  0.00
H: -3.80026 4.69204 2.59872  0.00
H: -2.41959 6.14998 0.91022  0.00
H: -2.83351 4.54320 0.31298  0.00
H: -0.17764 5.36855 1.62591  0.00
H: -0.37146 4.65006 0.00652  0.00

Calculated values
orbital gap (spin up / spin down) = 9.1 / 5.8 eV
spin multiplicity = 5
relative energy (zero: lowest compared OMol25 entry of this formula, charge and spin) = 0.0 kcal per mole
total charge = +2


Record 8
Here is the molecule C14H19ClN2O3 from OMol25. Energies are from ωB97M-V/def2-TZVPD.

Each line ends with the natural charge from an NBO analysis.
Positions of all 39 atoms, in Å:
C: 1.41484 1.28225 -1.62062  -0.60
C: 2.82051 0.68733 -1.65370  -0.22
C: 3.80223 1.61304 -0.93912  -0.62
C: 2.87627 -0.75572 -1.13331  -0.39
C: 2.42531 -1.02812 0.31664  -0.17
N: 1.03271 -0.72150 0.54325  -0.65
C: 0.10198 -1.71128 0.36937  0.79
O: 0.37161 -2.79530 -0.11076  -0.67
N: -1.16574 -1.39930 0.76136  -0.63
C: -1.66974 -0.08869 1.12089  -0.25
C: -3.12358 0.01865 0.75300  -0.08
C: -4.11376 0.01428 1.72650  -0.13
C: -5.45286 0.08718 1.38556  -0.23
C: -5.82278 0.16214 0.05384  -0.19
C: -4.85421 0.16466 -0.93432  -0.23
C: -3.51644 0.09181 -0.58222  -0.02
Cl: -2.32075 0.09278 -1.83261  0.01
C: 3.25796 -0.32334 1.36097  0.80
O: 2.80521 0.39514 2.21736  -0.62
O: 4.55473 -0.61390 1.27065  -0.68
H: 1.37872 2.18729 -2.22400  0.21
H: 0.68917 0.57637 -2.01542  0.21
H: 1.13152 1.54227 -0.60473  0.20
H: 3.13109 0.62412 -2.70444  0.20
H: 3.84801 2.57230 -1.45059  0.21
H: 3.48702 1.79875 0.08457  0.20
H: 4.80141 1.18293 -0.92742  0.21
H: 2.23760 -1.37686 -1.76388  0.23
H: 3.90088 -1.12083 -1.22531  0.22
H: 2.56811 -2.11055 0.46917  0.26
H: 0.87547 -0.01500 1.24785  0.42
H: -1.84800 -2.11758 0.57410  0.41
H: -1.10496 0.67568 0.57603  0.22
H: -1.54915 0.08357 2.19934  0.20
H: -3.82486 -0.04584 2.76536  0.21
H: -6.20579 0.08361 2.15862  0.22
H: -6.86511 0.21828 -0.21982  0.22
H: -5.12956 0.22289 -1.97558  0.23
H: 5.05493 -0.15349 1.96341  0.50

Calculated values
SMILES = CC(C)C[C@H](NC(=O)NCc1ccccc1Cl)C(=O)O
orbital gap = 10.0 eV
relative energy (zero: lowest compared OMol25 entry of this formula, charge and spin) = 5.9 kcal per mole